1.
C13H24N4O3SeSr as an isolated structure at a distorted geometry. Source: the Open Molecules 2025 dataset; level of theory: ωB97M-V with the def2-TZVPD basis set.

Geometry as ORCA input:
```
! RIJCOSX wB97M-V def2-TZVPD def2/J DEFGRID3
* xyz 2 1
Sr 0.48 0.59 0.70
C -1.97 4.58 0.91
N -2.32 3.93 -0.35
C -3.01 4.71 -1.41
C -1.88 2.65 -0.43
O -1.50 2.07 0.62
C -1.69 2.06 -1.80
O -0.79 0.89 -1.72
C -0.12 0.35 -2.84
C 1.22 -0.31 -2.41
O 1.72 -0.19 -1.24
N 1.84 -1.08 -3.31
C 2.84 -2.03 -2.82
C 1.61 -1.06 -4.76
H -2.06 3.87 1.75
H -2.59 5.42 1.13
H -0.91 4.93 0.87
H -2.34 5.47 -1.86
H -3.79 5.33 -0.89
H -3.50 4.09 -2.20
H -1.31 2.75 -2.57
H -2.73 1.76 -2.19
H 0.01 1.13 -3.61
H -0.75 -0.43 -3.33
H 3.05 -1.74 -1.77
H 3.80 -1.98 -3.35
H 2.52 -3.06 -2.79
H 0.94 -0.21 -5.03
H 1.33 -2.04 -5.18
H 2.57 -0.83 -5.20
C -1.78 -2.68 4.46
N -0.37 -2.70 4.13
C 0.65 -2.96 5.05
C 1.81 -2.89 4.40
N 1.53 -2.60 3.07
C 2.53 -2.25 2.07
C 0.20 -2.43 2.90
Se -0.60 -2.15 1.25
H -2.10 -3.70 4.47
H -2.27 -2.17 3.59
H -1.96 -2.19 5.44
H 0.47 -3.28 6.07
H 2.76 -3.21 4.81
H 2.46 -1.19 1.71
H 2.44 -2.89 1.19
H 3.57 -2.34 2.47
*
```

## Properties
HOMO-LUMO gap   0.28570 Ha
Highest occupied orbital energy   -13.7 eV
LUMO   -0.217 Eh

=====

2.
One molecule with the formula C13H24N4O4S at a distorted geometry. Source: the Open Molecules 2025 dataset; level of theory: ωB97M-V with the def2-TZVPD basis set.

Geometry as ORCA input:
```
! RIJCOSX wB97M-V def2-TZVPD def2/J DEFGRID3
* xyz 0 1
C -1.35 -5.24 -1.19
N -0.56 -4.05 -1.02
C -0.96 -2.82 -0.70
O -2.08 -2.64 -0.35
C 0.18 -1.74 -0.59
C 0.67 -1.19 -1.89
C -0.37 -0.45 -2.78
S 0.35 0.03 -4.35
C 0.96 1.60 -3.85
N -0.21 -0.63 0.20
C 0.52 0.02 1.10
O 1.68 -0.42 1.41
C 0.00 1.27 1.73
C 0.98 2.40 1.90
C 2.17 2.07 2.80
C 1.94 1.37 4.14
N 2.09 0.06 4.13
O 1.55 1.91 5.12
N -1.27 1.78 1.24
C -1.56 2.15 -0.02
C -2.96 2.54 -0.35
O -0.76 2.20 -0.86
H -2.36 -4.92 -1.44
H -0.98 -5.81 -1.96
H -1.32 -5.85 -0.34
H 0.44 -4.12 -1.01
H 1.06 -2.28 -0.04
H 1.24 -1.92 -2.42
H 1.47 -0.43 -1.69
H -1.24 -1.07 -3.04
H -0.82 0.39 -2.23
H 0.04 2.27 -3.76
H 1.65 1.34 -3.04
H 1.57 1.95 -4.66
H -1.02 -0.20 -0.08
H -0.21 0.97 2.70
H 0.35 3.21 2.31
H 1.20 2.79 0.83
H 2.70 2.94 3.08
H 3.03 1.64 2.26
H 1.72 -0.38 4.99
H 2.21 -0.47 3.20
H -2.07 1.75 1.89
H -3.15 3.28 0.35
H -3.65 1.74 -0.43
H -2.85 2.99 -1.32
*
```

## Properties
HOMO-LUMO gap   0.32825 Ha
Highest occupied orbital energy   -8.4 eV
LUMO   0.019 Eh
Structure (SMILES)   CNC(=O)[C@@H](CCSC)NC(=O)[C@@H](CCC(N)=O)NC(C)=O

=====

3.
C13H24NO13V as an isolated structure at a distorted geometry. Source: the Open Molecules 2025 dataset; level of theory: ωB97M-V with the def2-TZVPD basis set.

Geometry as ORCA input:
```
! RIJCOSX wB97M-V def2-TZVPD def2/J DEFGRID3
* xyz -1 2
O 0.74 0.74 -2.54
V 0.72 -0.83 -2.62
C -2.35 2.09 4.77
C -1.19 1.50 3.94
C -1.13 1.78 2.42
N -0.66 0.54 1.60
C -0.38 1.14 0.26
C 0.83 2.11 0.26
C 2.02 1.57 1.05
C 1.64 0.92 2.38
C 0.53 -0.11 2.16
C -1.73 -0.45 1.34
H -3.32 1.59 4.62
H -2.67 3.06 4.40
H -2.12 2.17 5.84
H -1.20 0.43 3.94
H -0.18 1.72 4.40
H -0.48 2.68 2.30
H -2.09 2.04 2.01
H -1.33 1.54 -0.09
H -0.29 0.33 -0.41
H 0.58 3.12 0.62
H 1.00 2.12 -0.79
H 2.66 2.36 1.29
H 2.52 0.76 0.50
H 1.30 1.60 3.16
H 2.46 0.35 2.84
H 0.31 -0.77 3.03
H 0.87 -0.73 1.30
H -1.37 -1.33 0.87
H -2.50 0.04 0.75
H -2.10 -0.72 2.39
O 3.73 -2.59 -2.26
C 3.22 -1.90 -1.16
O 2.38 -0.97 -1.46
O 3.79 -2.11 -0.05
H 3.00 -2.52 -2.96
O -2.81 0.44 -4.00
C -2.13 0.04 -2.90
O -2.50 0.41 -1.78
O -1.15 -0.81 -3.19
H -3.49 1.07 -3.83
O -0.68 -4.02 -0.36
C -0.06 -3.05 -1.27
O -0.37 -1.87 -0.98
O 0.53 -3.46 -2.26
H -0.22 -4.81 -0.82
O 0.51 -0.59 -5.84
C 1.27 -1.73 -5.50
O 1.79 -1.57 -4.25
O 1.47 -2.57 -6.36
H 0.62 -0.78 -6.75
*
```

## Properties
HOMO-LUMO gap (spin up / spin down)   0.28176 / 0.29502 Ha
Highest occupied orbital energy (spin up / spin down)   -5.7 / -6.1 eV
<S²>   0.77
LUMO (spin up / spin down)   0.072 / 0.072 Eh

=====

4.
A 6-piece molecular cluster, C13H25BCl2O20S5 overall at a distorted geometry. Source: the Open Molecules 2025 dataset; level of theory: ωB97M-V with the def2-TZVPD basis set.

Geometry as ORCA input:
```
! RIJCOSX wB97M-V def2-TZVPD def2/J DEFGRID3
* xyz 0 1
B -6.24 -1.99 1.05
C -6.69 -0.52 1.63
Cl -5.38 0.81 1.87
C -8.12 -0.26 1.96
C -9.39 -1.25 1.80
Cl -8.49 1.47 2.63
H -5.75 -2.86 1.71
H -6.44 -2.17 -0.12
H -9.19 -2.32 1.39
H -10.18 -0.69 1.10
H -9.94 -1.39 2.86
O 1.35 1.35 3.27
S 0.36 0.40 3.72
O 0.68 -0.97 4.06
O -0.87 0.40 2.66
C -2.08 0.74 3.33
C -1.67 1.63 4.50
O -0.45 1.06 4.98
H -2.55 -0.19 3.68
H -2.77 1.25 2.65
H -2.42 1.65 5.29
H -1.45 2.65 4.16
O -4.38 -0.34 5.81
S -5.60 -1.02 5.43
O -5.72 -1.78 4.21
O -6.82 0.06 5.50
C -7.81 -0.40 6.41
C -7.06 -1.26 7.43
O -6.07 -1.95 6.68
H -8.53 -1.01 5.86
H -8.33 0.44 6.88
H -7.72 -1.96 7.95
H -6.54 -0.63 8.17
O 7.00 2.79 0.05
S 6.52 1.56 0.65
O 6.95 0.25 0.21
O 4.89 1.60 0.65
C 4.42 1.48 1.99
C 5.52 2.08 2.87
O 6.74 1.66 2.26
H 4.27 0.42 2.21
H 3.47 2.01 2.11
H 5.46 1.72 3.90
H 5.49 3.17 2.85
O 6.27 -1.20 -6.44
S 6.71 -0.08 -5.63
O 7.39 1.07 -6.18
O 7.60 -0.67 -4.40
C 7.01 -0.28 -3.16
C 5.52 -0.14 -3.44
O 5.44 0.43 -4.75
H 7.44 0.67 -2.85
H 7.21 -1.04 -2.39
H 5.01 0.49 -2.71
H 5.03 -1.12 -3.48
O 4.58 -1.12 -7.22
S 4.14 -1.59 -8.51
O 4.08 -2.99 -8.86
O 4.99 -0.81 -9.66
C 4.10 -0.11 -10.52
C 2.88 0.22 -9.67
O 2.69 -0.93 -8.84
H 3.83 -0.78 -11.35
H 4.58 0.79 -10.92
H 1.99 0.41 -10.27
H 3.07 1.08 -9.02
*
```

## Properties
HOMO-LUMO gap   0.30957 Ha
Highest occupied orbital energy   -9.4 eV
LUMO   -0.035 Eh
Structure (SMILES)   B/C(Cl)=C(\C)Cl.O=S1(=O)OCCO1.O=S1(=O)OCCO1.O=S1(=O)OCCO1.O=S1(=O)OCCO1.O=S1(=O)OCCO1

=====

no.,E (Eh)
1,-3386.22092
2,-1427.94518
3,-2486.88731
4,-4951.01003